# 1
C6H10O2 | ωB97M-V/def2-TZVPD

```
18
Properties=species:S:1:pos:R:3
C -0.27 -0.89 -0.35
C 0.62 -1.16 -1.51
C -0.88 0.41 -0.10
C 0.60 0.24 0.95
C -1.75 0.69 0.96
C 1.55 1.17 0.79
O -0.87 -1.92 0.33
O -0.66 1.32 -1.12
H -0.29 -2.70 0.30
H -0.90 2.20 -0.80
H 0.60 -0.43 1.79
H 1.67 -1.09 -1.19
H 0.42 -2.15 -1.92
H 0.51 -0.45 -2.34
H -2.10 1.70 1.10
H -2.08 -0.09 1.62
H 1.49 1.91 0.00
H 2.36 1.25 1.49
```

As for the total energy: -10474.42891 eV. The HOMO-LUMO gap (alpha / beta) is 7.08 / 7.08 eV. The calculation puts the energy above the lowest of the compared OMol25 structures with the same formula, charge and spin at 457.44 kJ/mol.


# 2
C7H39NO11 | ωB97M-V/def2-TZVPD

```
58
Properties=species:S:1:pos:R:3
C 0.75 3.09 1.60
C 1.60 2.19 0.73
C 0.81 0.89 0.36
C -0.37 1.19 -0.62
N -0.43 0.21 -1.70
C -1.69 -0.46 -1.99
C -2.96 0.45 -1.75
C -1.73 -0.83 -3.47
H 1.37 3.72 2.25
H 0.07 2.53 2.23
H 0.23 3.90 1.09
H 2.35 1.76 1.40
H 1.98 2.59 -0.20
H 0.37 0.51 1.28
H 1.51 0.26 -0.19
H -0.15 2.19 -1.00
H -1.26 1.21 0.00
H -0.12 0.72 -2.52
H -1.96 -1.31 -1.36
H -3.65 0.27 -2.57
H -2.66 1.49 -1.66
H -3.49 0.21 -0.83
H -0.89 -1.39 -3.90
H -1.70 0.08 -4.09
H -2.66 -1.35 -3.68
O 3.83 -3.00 -1.06
H 3.53 -2.45 -1.79
H 3.56 -2.45 -0.31
O -2.30 -0.71 1.53
H -1.44 -1.05 1.85
H -2.78 -1.50 1.27
O 0.73 1.58 -4.32
H -0.20 1.83 -4.39
H 1.22 2.37 -4.09
O -0.03 -1.03 3.18
H 0.61 -1.73 3.05
H 0.31 -0.23 3.59
O -2.14 3.57 1.07
H -1.38 4.04 0.71
H -2.81 4.21 1.33
O 2.81 -0.74 2.06
H 2.82 -0.04 1.40
H 1.85 -0.83 2.10
O -2.42 1.08 3.67
H -2.01 1.80 3.18
H -2.24 0.22 3.26
O 2.51 -0.36 -2.44
H 1.56 -0.46 -2.24
H 2.54 -0.50 -3.39
O -1.12 -4.10 1.46
H -0.66 -3.52 0.84
H -1.06 -3.67 2.32
O 0.65 -2.73 -0.75
H 1.29 -3.23 -1.27
H 0.07 -2.14 -1.23
O 2.17 -2.87 3.60
H 2.13 -2.88 2.64
H 3.07 -2.57 3.78
```

As for the total energy: -31903.89406 eV. The HOMO-LUMO gap is 9.30 eV. The calculation puts the energy above the lowest of the compared OMol25 structures with the same formula, charge and spin at 329.63 kJ/mol. Its SMILES is CCCCNC(C)C.O.O.O.O.O.O.O.O.O.O.O.


# 3
C3H3N5 | ωB97M-V/def2-TZVPD

```
11
Properties=species:S:1:pos:R:3
H -2.65 0.35 1.07
N -2.47 0.35 -0.13
C -1.03 0.14 -0.28
C -0.29 -0.53 -1.42
N 0.98 -0.43 -1.29
N 1.91 0.47 -0.82
N 2.26 0.79 0.37
C 1.02 0.15 1.25
N -0.27 0.12 0.94
H -0.91 -1.21 -1.96
H 1.44 -0.21 2.27
```

As for the total energy: -10602.48619 eV. The HOMO-LUMO gap is 7.96 eV. The calculation puts the energy above the lowest of the compared OMol25 structures with the same formula, charge and spin at 615.68 kJ/mol. Its SMILES is [H]/N=c1/cnnncn1.


# 4
C38H34BN14O3Ti | ωB97M-V/def2-TZVPD

```
91
Properties=species:S:1:pos:R:3
Ti -1.46 0.00 -0.30
O -4.23 2.80 0.99
C -3.24 2.08 1.17
N -2.39 1.68 0.22
C -2.47 2.48 -0.99
C -1.15 2.40 -1.68
C -0.60 3.47 -2.37
C 0.66 3.35 -2.94
C 1.34 2.15 -2.76
C 0.73 1.13 -2.06
N -0.51 1.22 -1.54
C -2.85 1.77 2.58
C -3.83 1.56 3.56
C -3.45 1.44 4.88
C -2.10 1.56 5.20
C -1.21 1.80 4.16
N -1.56 1.90 2.89
H -3.25 2.15 -1.68
H -2.72 3.52 -0.72
H -1.18 4.37 -2.49
H 1.10 4.16 -3.51
H 2.33 2.00 -3.18
H 1.25 0.19 -1.91
H -4.86 1.52 3.25
H -4.18 1.28 5.66
H -1.76 1.47 6.22
H -0.15 1.90 4.36
C -5.11 -0.96 -2.51
C -4.04 -0.10 -2.26
N -3.21 -0.64 -1.38
N -3.70 -1.84 -1.08
C -4.85 -2.06 -1.74
B -2.95 -2.89 -0.29
N -2.83 -2.41 1.17
C -3.09 -3.10 2.29
C -2.63 -2.36 3.36
C -2.08 -1.22 2.77
N -2.22 -1.26 1.45
N -1.50 -2.99 -0.79
C -0.87 -4.09 -1.21
C 0.43 -3.74 -1.52
C 0.49 -2.38 -1.27
N -0.68 -1.94 -0.83
H -5.95 -0.80 -3.15
H -3.83 0.82 -2.78
H -5.38 -2.98 -1.60
H -3.49 -3.94 -0.34
H -3.58 -4.05 2.25
H -2.69 -2.60 4.40
H -1.56 -0.42 3.26
H -1.35 -5.04 -1.24
H 1.20 -4.39 -1.89
H 1.34 -1.73 -1.36
C 0.53 -2.36 -5.09
N -0.08 -1.08 -4.91
C 0.34 0.00 -5.62
C -0.27 1.19 -5.51
C -1.40 1.33 -4.59
O -2.05 2.38 -4.50
N -1.72 0.25 -3.84
C -1.15 -0.93 -3.97
O -1.48 -1.93 -3.33
H 0.95 -2.44 -6.09
H -0.23 -3.12 -4.93
H 1.33 -2.53 -4.36
H 1.18 -0.17 -6.28
H 0.04 2.05 -6.09
N 4.99 1.56 2.37
C 6.21 1.14 2.83
C 7.40 1.80 3.07
C 8.46 1.04 3.55
C 8.33 -0.32 3.79
C 7.14 -0.99 3.55
C 6.06 -0.25 3.07
N 4.80 -0.64 2.76
C 4.16 0.44 2.33
C 2.82 0.44 1.90
C 2.10 -0.78 1.91
C 0.83 -0.85 1.42
N 0.17 0.21 0.87
C 0.81 1.41 0.98
C 2.08 1.56 1.45
H 4.74 2.49 2.08
H 7.51 2.86 2.88
H 9.41 1.52 3.74
H 9.18 -0.87 4.16
H 7.03 -2.04 3.74
H 2.59 -1.65 2.32
H 0.30 -1.79 1.46
H 0.23 2.28 0.68
H 2.51 2.56 1.48
```

Its expectation value of S² is 2.02. The charge is -1. Its spin multiplicity is 3. As for the total energy: -90760.98507 eV. The HOMO-LUMO gap (alpha / beta) is 5.17 / 7.74 eV. The calculation puts the energy above the lowest of the compared OMol25 structures with the same formula, charge and spin at 164.52 kJ/mol.


> Which formula does entry 1 have?

C6H10O2